1.
{"formula": "C24H31BrCl2PdSSi2Te", "method": "wB97M-V/def2-TZVPD", "multiplicity": 3, "gap_ev": [7.9, 5.9], "lumo_ev": [0.395, -1.651], "e_above_lowest_kj_mol": 0.00, "homo_ev": [-7.4856, -7.5611], "symbols": ["Pd", "Br", "C", "C", "C", "C", "C", "C", "C", "C", "C", "C", "H", "H", "H", "H", "H", "H", "Cl", "C", "C", "C", "C", "C", "Cl", "C", "S", "H", "H", "H", "C", "Si", "C", "C", "C", "Te", "C", "Si", "C", "C", "C", "H", "H", "H", "H", "H", "H", "H", "H", "H", "H", "H", "H", "H", "H", "H", "H", "H", "H", "H", "H", "H", "H"], "xyz": [[-0.232, -2.371, 0.711], [-1.850, -1.001, 2.314], [-3.404, -1.634, 1.349], [-4.659, -1.469, 1.889], [-5.807, -1.890, 1.217], [-5.678, -2.441, -0.026], [-4.409, -2.641, -0.621], [-4.297, -3.245, -1.896], [-3.071, -3.443, -2.477], [-1.905, -3.198, -1.708], [-1.947, -2.654, -0.445], [-3.220, -2.290, 0.103], [-4.734, -0.999, 2.883], [-6.809, -1.721, 1.607], [-6.541, -2.716, -0.623], [-5.209, -3.508, -2.397], [-3.051, -3.853, -3.472], [-0.942, -3.437, -2.135], [1.827, -2.260, -0.664], [2.829, -3.452, 0.130], [3.995, -3.843, -0.557], [4.755, -4.893, -0.032], [4.400, -5.472, 1.181], [3.288, -4.959, 1.860], [2.852, -5.658, 3.388], [2.469, -3.945, 1.370], [0.953, -3.648, 2.225], [4.222, -3.411, -1.528], [5.654, -5.245, -0.555], [4.957, -6.290, 1.582], [-1.790, 2.144, -3.029], [-1.239, 3.628, -2.020], [0.171, 4.337, -2.999], [-2.570, 4.940, -2.057], [-0.848, 3.130, -0.269], [0.434, 1.438, -0.311], [1.060, 1.366, 1.720], [2.770, 2.214, 1.877], [3.366, 2.158, 3.664], [2.558, 4.001, 1.325], [4.002, 1.329, 0.776], [-1.685, 2.336, -4.083], [-2.804, 1.863, -2.793], [-1.128, 1.258, -2.845], [-0.075, 4.395, -4.027], [1.027, 3.649, -2.915], [0.545, 5.350, -2.735], [-2.921, 5.332, -3.042], [-2.245, 5.818, -1.484], [-3.488, 4.631, -1.544], [-1.746, 2.800, 0.249], [-0.354, 3.921, 0.347], [1.105, 0.316, 2.061], [0.245, 1.855, 2.268], [2.782, 2.815, 4.333], [4.389, 2.620, 3.606], [3.464, 1.132, 4.028], [1.822, 4.570, 1.891], [2.359, 4.140, 0.233], [3.511, 4.573, 1.435], [4.280, 0.374, 1.188], [4.910, 1.915, 0.728], [3.660, 1.240, -0.247]]}

---

2.
{"formula": "C2H3NS", "method": "wB97M-V/def2-TZVPD", "gap_ev": 8.8, "lumo_ev": 0.189, "e_above_lowest_kj_mol": 388.94, "homo_ev": -8.5780, "symbols": ["C", "C", "N", "S", "H", "H", "H"], "xyz": [[0.656, -1.365, 0.012], [-0.457, 0.765, 0.038], [-0.342, -0.622, -0.028], [-1.988, -0.209, -0.080], [0.230, -2.308, -0.315], [-0.169, 1.295, 0.891], [-0.252, 1.313, -0.979]]}

---

3.
{"formula": "C5H9ClOS", "method": "wB97M-V/def2-TZVPD", "smiles": "C/C=C(\\Cl)[C@@H](O)CS", "gap_ev": 10.1, "lumo_ev": 0.637, "e_above_lowest_kj_mol": 15.56, "homo_ev": -9.4569, "symbols": ["C", "C", "C", "Cl", "C", "O", "C", "S", "H", "H", "H", "H", "H", "H", "H", "H", "H"], "xyz": [[-1.844, 1.787, -0.274], [-0.714, 0.842, 0.103], [-0.745, -0.484, 0.008], [-2.238, -1.344, -0.401], [0.422, -1.392, 0.386], [0.683, -2.440, -0.554], [1.665, -0.514, 0.709], [2.588, 0.138, -0.677], [-1.528, 2.349, -1.210], [-2.040, 2.591, 0.470], [-2.756, 1.204, -0.536], [0.196, 1.259, 0.412], [0.168, -1.923, 1.324], [0.676, -2.100, -1.438], [1.404, 0.181, 1.469], [2.324, -1.265, 1.212], [1.740, 1.112, -1.004]]}

---

4.
{"formula": "C19H19F5I2In", "method": "wB97M-V/def2-TZVPD", "charge": -1, "gap_ev": 7.6, "lumo_ev": 2.276, "homo_ev": -5.3419, "symbols": ["C", "C", "I", "C", "I", "In", "C", "C", "C", "F", "C", "F", "F", "H", "H", "H", "H", "H", "H", "H", "H", "H", "F", "C", "C", "C", "C", "C", "C", "H", "H", "H", "H", "H", "F", "C", "C", "C", "C", "C", "C", "H", "H", "H", "H", "H"], "xyz": [[5.914, -2.078, 3.249], [5.706, -0.803, 2.192], [7.442, 0.259, 1.276], [4.309, -0.352, 1.809], [3.996, 1.325, 0.370], [2.479, -1.440, 2.704], [0.698, -1.409, 1.234], [0.003, -2.903, 1.325], [-1.397, -2.923, 2.181], [-1.424, -3.776, 3.423], [-2.633, -2.140, 1.817], [-2.712, -1.174, 0.685], [-3.836, -2.423, 2.685], [6.991, -2.548, 3.046], [5.116, -2.892, 2.981], [5.760, -1.779, 4.369], [1.943, -0.439, 4.109], [2.935, -3.129, 3.134], [-0.058, -0.532, 1.510], [1.098, -1.144, 0.144], [-0.234, -3.373, 0.272], [0.777, -3.593, 1.901], [2.852, 6.907, -4.684], [3.007, 6.025, -3.687], [2.311, 4.822, -3.724], [2.476, 3.902, -2.689], [3.327, 4.200, -1.622], [4.017, 5.413, -1.592], [3.861, 6.328, -2.633], [1.647, 4.611, -4.556], [1.942, 2.955, -2.712], [3.452, 3.484, -0.813], [4.676, 5.645, -0.759], [4.396, 7.271, -2.630], [-8.459, -1.528, -3.246], [-7.604, -1.692, -2.227], [-7.653, -2.860, -1.474], [-6.760, -3.033, -0.416], [-5.834, -2.030, -0.117], [-5.796, -0.859, -0.876], [-6.682, -0.692, -1.940], [-8.385, -3.624, -1.716], [-6.785, -3.945, 0.174], [-5.141, -2.164, 0.710], [-5.077, -0.079, -0.639], [-6.660, 0.208, -2.546]]}

---

5.
{"formula": "C26H52O10S", "method": "wB97M-V/def2-TZVPD", "smiles": "O=S1(=O)OCCO1.C1CCOC1.C1CCOC1.C1CCOC1.C1CCOC1.C1CCOC1.C1CCOC1", "gap_ev": 9.3, "lumo_ev": 0.096, "e_above_lowest_kj_mol": 175.43, "homo_ev": -9.2369, "symbols": ["O", "S", "O", "O", "C", "C", "O", "H", "H", "H", "H", "C", "C", "C", "O", "C", "H", "H", "H", "H", "H", "H", "H", "H", "C", "C", "C", "O", "C", "H", "H", "H", "H", "H", "H", "H", "H", "C", "C", "C", "O", "C", "H", "H", "H", "H", "H", "H", "H", "H", "C", "C", "C", "O", "C", "H", "H", "H", "H", "H", "H", "H", "H", "C", "C", "C", "O", "C", "H", "H", "H", "H", "H", "H", "H", "H", "C", "C", "C", "O", "C", "H", "H", "H", "H", "H", "H", "H", "H"], "xyz": [[1.533, 0.949, 1.532], [1.793, 2.383, 1.568], [2.642, 2.973, 0.564], [0.485, 3.274, 1.898], [0.395, 3.759, 3.247], [1.445, 2.944, 4.020], [2.425, 2.664, 3.038], [0.714, 4.800, 3.212], [-0.621, 3.571, 3.579], [0.862, 2.077, 4.347], [1.853, 3.390, 4.921], [-1.091, -1.021, 0.382], [-0.311, -0.554, -0.903], [-0.934, 0.858, -1.265], [-2.181, 0.804, -0.548], [-1.978, 0.184, 0.682], [-0.393, -1.230, 1.197], [-1.518, -2.016, 0.248], [-0.533, -1.236, -1.722], [0.751, -0.583, -0.668], [-1.078, 0.868, -2.340], [-0.275, 1.636, -0.879], [-2.948, -0.133, 1.065], [-1.449, 0.849, 1.371], [-4.884, 1.780, 4.381], [-5.345, 3.146, 4.952], [-5.430, 4.016, 3.675], [-4.980, 3.237, 2.587], [-4.235, 2.140, 3.096], [-5.804, 1.202, 4.295], [-4.253, 1.286, 5.122], [-4.730, 3.553, 5.756], [-6.320, 3.049, 5.434], [-4.709, 4.803, 3.917], [-6.442, 4.381, 3.525], [-3.241, 2.554, 3.314], [-4.195, 1.270, 2.445], [2.170, -3.842, 1.813], [1.011, -4.684, 2.366], [0.276, -5.044, 1.072], [1.302, -5.142, 0.065], [2.525, -4.646, 0.539], [2.960, -3.683, 2.543], [1.657, -2.930, 1.501], [0.406, -4.122, 3.075], [1.342, -5.637, 2.781], [-0.481, -4.323, 0.761], [-0.205, -6.001, 1.283], [3.011, -3.968, -0.169], [3.318, -5.377, 0.735], [1.678, 2.912, -3.734], [2.809, 3.822, -4.267], [3.400, 3.042, -5.394], [3.443, 1.801, -4.798], [2.217, 1.466, -4.142], [0.687, 3.070, -4.164], [1.558, 3.128, -2.672], [3.518, 4.011, -3.459], [2.475, 4.848, -4.455], [4.402, 3.327, -5.721], [2.834, 3.087, -6.335], [2.402, 1.100, -3.131], [1.546, 0.827, -4.709], [-4.041, -2.925, -3.571], [-3.136, -2.254, -2.469], [-3.881, -2.395, -1.155], [-5.243, -2.644, -1.503], [-5.278, -3.326, -2.725], [-3.577, -3.767, -4.085], [-4.195, -2.193, -4.363], [-2.896, -1.224, -2.729], [-2.163, -2.739, -2.357], [-3.769, -1.486, -0.566], [-3.589, -3.258, -0.548], [-6.173, -3.014, -3.264], [-5.311, -4.388, -2.464], [4.137, -1.026, -0.341], [4.658, 0.266, -0.883], [5.933, -0.124, -1.730], [6.135, -1.516, -1.516], [5.332, -1.953, -0.427], [3.297, -1.258, -1.000], [3.796, -0.997, 0.694], [5.103, 0.947, -0.148], [3.942, 0.988, -1.279], [6.760, 0.408, -1.260], [5.784, 0.105, -2.784], [5.997, -1.877, 0.445], [5.094, -3.018, -0.401]]}

---

6.
{"formula": "C2H3N2OPS", "method": "wB97M-V/def2-TZVPD", "smiles": "O=[PH2]N=C=NC=S", "gap_ev": 8.4, "lumo_ev": -0.845, "e_above_lowest_kj_mol": 66.71, "homo_ev": -9.2345, "symbols": ["O", "P", "N", "C", "N", "C", "S", "H", "H", "H"], "xyz": [[1.385, 2.090, 1.837], [1.725, 0.715, 1.579], [0.804, 0.107, 0.302], [-0.176, 0.014, -0.390], [-1.124, -0.170, -1.128], [-2.052, -0.693, -1.954], [-3.383, -1.390, -1.371], [3.181, 0.349, 1.520], [1.294, -0.196, 2.545], [-1.655, -0.827, -2.940]]}